Below is one molecule with the formula C4H4N4 at a distorted geometry, with properties calculated with the ωB97M-V functional and the def2-TZVPD basis.

XYZ file:
```
12
Properties=species:S:1:pos:R:3:forces:R:3
H 0.10388 -0.52750 2.76816 0.03 1.41 -2.45
N -0.22328 0.28919 2.13879 1.69 2.03 -3.44
C 0.29088 0.62931 0.89312 -0.90 -4.68 5.45
C 1.10087 -0.43469 0.15352 -0.22 2.07 0.98
C 0.57027 -0.97870 -0.92765 -0.34 -3.56 -1.08
N -0.87170 -1.07559 -1.11219 -0.05 4.17 1.76
N -1.55128 0.00939 -0.79888 0.91 -3.16 -2.15
C -1.00219 1.30160 -0.81840 3.15 0.01 3.86
N -0.10186 1.72901 0.12277 -3.53 -1.36 -3.47
H 2.02558 -0.87009 0.52247 0.06 0.58 0.09
H 1.15299 -1.89733 -1.30670 -1.28 1.59 0.02
H -1.49418 1.82540 -1.63499 0.49 0.89 0.44
```
Positions in Å, forces in eV/Å.

Calculated values
Multiplicity: 1
Gap between HOMO and LUMO, eV: 8.64
Energy above the lowest of the compared OMol25 structures with the same formula, charge and spin, kcal/mol: 117.1
HOMO energy, eV: -9.58
SMILES: [H]/N=c1\ccnncn1